No. 1
12
Properties=species:S:1:pos:R:3:forces:R:3:mulliken_charge:R:1 method="wB97M-V/def2-TZVPD" homo_lumo_gap_ev=10.369 lumo_energy_ev=0.9 smiles="C=NC.C=O" de_lowest_kj_mol=301.49 total_energy_ev=-6759.626
C -1.65714 -1.52932 -1.13248 0.3 1.2 0.3 -0.319
N -1.45219 -0.79416 -0.12791 -1.2 -0.7 1.6 -0.383
C -0.56771 -1.34114 0.91983 1.0 0.2 -1.9 -0.724
H -2.56568 -1.27787 -1.67176 0.4 -0.1 -0.9 0.266
H -0.91026 -2.26405 -1.44322 -0.6 -0.7 0.0 0.296
H -0.61645 -2.42798 0.86739 0.0 -0.1 0.4 0.325
H 0.44405 -1.05808 0.60233 0.2 0.0 0.6 0.279
H -0.79038 -0.98051 1.91606 -0.2 0.2 -0.1 0.260
C 1.98248 2.91478 0.06715 1.0 -0.1 -1.1 -0.022
O 3.09939 3.05456 0.48880 -0.3 0.1 0.4 -0.377
H 1.36068 3.78804 -0.19584 -0.3 -0.1 0.4 0.223
H 1.67320 1.91573 -0.29035 -0.5 0.1 0.3 0.175

***

No. 2
12
Properties=species:S:1:pos:R:3:forces:R:3:mulliken_charge:R:1 method="wB97M-V/def2-TZVPD" homo_lumo_gap_ev=7.373 lumo_energy_ev=0.4 smiles="C=CN.C=O" de_lowest_kj_mol=486.61 total_energy_ev=-6757.707
C -0.38266 2.25601 -0.17471 0.4 -0.2 -0.7 -0.860
C -0.42160 1.47063 0.97022 0.0 -0.8 0.0 -0.037
N 0.66903 0.78229 1.41678 -0.6 -0.1 0.1 -0.444
H -0.05821 1.73933 -1.07591 1.6 -0.1 0.5 0.210
H -0.22769 3.31643 -0.29443 -1.7 0.4 0.3 0.278
H -1.32083 1.03788 1.43988 -0.2 1.4 0.7 0.309
H 1.47525 1.37094 1.55961 0.2 -0.3 -0.5 0.300
H 0.45628 0.21851 2.23100 0.3 -0.3 -0.2 0.254
C -0.50320 -2.15944 -1.39640 0.0 -0.2 1.2 -0.077
O 0.59171 -2.24761 -0.91423 0.3 -0.1 -0.3 -0.374
H -0.89069 -2.92888 -2.08273 -0.1 0.2 -0.3 0.262
H -1.17404 -1.38152 -0.99028 -0.3 0.1 -0.6 0.181

***

No. 3
12
Properties=species:S:1:pos:R:3:forces:R:3:mulliken_charge:R:1 method="wB97M-V/def2-TZVPD" homo_lumo_gap_ev=10.341 lumo_energy_ev=0.9 smiles="CNC(C)=O" de_lowest_kj_mol=138.47 total_energy_ev=-6761.315
C -0.90634 1.01262 -0.61826 1.5 0.5 -1.7 -0.760
N 0.31283 0.24113 -1.02835 -2.0 0.9 1.7 -0.243
C 1.00556 -0.37874 -0.01075 -1.5 -0.6 -1.9 0.618
C 0.24917 -0.93437 1.13792 -3.1 1.0 2.0 -1.055
O 2.06507 -0.78242 -0.33430 4.2 -1.1 0.5 -0.565
H -1.49356 0.45119 0.15423 0.7 1.0 -0.8 0.304
H -1.47384 1.01647 -1.57811 -0.1 0.7 1.0 0.260
H -0.44639 2.04046 -0.34270 -1.9 -1.3 0.0 0.258
H 0.89392 0.66698 -1.75708 -0.3 -0.4 0.6 0.270
H 0.69057 -1.40365 2.00411 1.3 0.1 -0.4 0.320
H -0.49530 -0.21975 1.64615 1.2 -0.8 -0.9 0.275
H -0.40171 -1.70992 0.72715 0.0 0.0 -0.2 0.317

***

No. 4
12
Properties=species:S:1:pos:R:3:forces:R:3:mulliken_charge:R:1 method="wB97M-V/def2-TZVPD" homo_lumo_gap_ev="10.229 / 7.557" lumo_energy_ev="-6.0 / -8.8" total_charge=+1 spin_multiplicity=2 de_lowest_kj_mol=277.03 total_energy_ev=-6750.149
O -2.13368 0.25845 0.79370 -0.5 0.2 0.4 -0.256
C -1.37386 0.08490 -0.13275 -1.0 -1.7 0.4 -0.034
C 0.13636 0.17533 0.14032 -0.3 -1.7 -1.1 0.534
C 1.01773 -0.29469 -0.97523 0.6 1.6 -0.2 -1.024
N 0.54565 0.01166 1.45568 -0.8 0.9 0.4 -0.525
H -1.71247 -0.46092 -1.02998 0.5 0.6 -0.4 0.467
H -0.61780 1.08376 -0.42284 1.2 1.1 0.5 0.096
H 2.05188 -0.09645 -0.68305 -0.1 -0.5 0.3 0.354
H 0.87450 -1.33488 -1.25789 0.0 0.0 0.1 0.327
H 0.90206 0.39749 -1.81767 -0.3 -0.5 -0.3 0.387
H 0.41200 0.83430 2.05102 0.5 0.1 -0.1 0.343
H -0.10238 -0.65893 1.87868 0.2 -0.1 0.1 0.332

***

No. 5
13
Properties=species:S:1:pos:R:3:forces:R:3:mulliken_charge:R:1 method="wB97M-V/def2-TZVPD" homo_lumo_gap_ev=9.960 lumo_energy_ev=0.8 smiles="CC(=O)NCO" de_lowest_kj_mol=237.89 total_energy_ev=-8808.063
C 0.37607 -0.07644 -1.82522 1.2 -1.1 0.7 -0.889
C 0.09112 0.85647 -0.66512 -3.6 -1.1 1.6 0.444
O 0.24284 2.02945 -0.57399 1.2 1.3 -1.1 -0.488
N -0.74945 0.27629 0.39268 2.2 -2.9 0.4 -0.240
C -0.08287 -0.82010 1.30236 -2.5 4.3 -0.4 -0.235
O 0.12285 -0.07793 2.55079 0.6 -0.2 -1.1 -0.528
H 1.43138 -0.49005 -1.71226 -1.2 0.5 -0.4 0.258
H 0.27884 0.47769 -2.74785 0.2 0.1 -0.2 0.342
H -0.34564 -0.93065 -1.81163 0.7 0.8 0.0 0.285
H -1.73060 0.46612 0.54415 0.4 0.5 -0.2 0.172
H 0.87779 -0.96371 0.77250 -0.6 -1.1 0.6 0.262
H -0.88452 -1.58578 1.52738 1.8 0.3 -0.4 0.270
H 0.37219 0.83864 2.24623 -0.4 -1.4 0.5 0.346

***

No. 6
13
Properties=species:S:1:pos:R:3:forces:R:3:mulliken_charge:R:1 method="wB97M-V/def2-TZVPD" homo_lumo_gap_ev=10.704 lumo_energy_ev=0.8 smiles="O=CNCCO" de_lowest_kj_mol=99.44 total_energy_ev=-8809.498
O -1.47919 -2.15269 -0.63145 0.4 0.1 0.0 -0.553
C -0.28385 -2.02962 -0.80768 -0.1 0.0 0.0 0.028
N 0.47905 -0.99891 -0.34961 0.0 0.0 0.0 -0.116
C -0.03310 0.03271 0.53171 -0.1 0.1 0.2 -0.459
C 0.12071 1.43925 -0.05519 0.1 -0.2 -0.3 -0.455
O -0.04273 2.43186 0.93675 -0.3 0.0 0.1 -0.518
H 0.31910 -2.76258 -1.37568 -0.1 0.1 0.0 0.322
H 1.47717 -1.04825 -0.49644 -0.2 0.0 0.0 0.235
H -1.08927 -0.20058 0.70553 0.2 0.1 0.0 0.339
H 0.48824 0.01010 1.49997 -0.1 0.0 -0.2 0.265
H 1.13651 1.57393 -0.44186 -0.1 -0.1 0.1 0.325
H -0.57048 1.57547 -0.90171 0.1 0.0 0.2 0.273
H -0.95197 2.39412 1.25658 0.1 0.1 0.0 0.315

***

No. 7
13
Properties=species:S:1:pos:R:3:forces:R:3:mulliken_charge:R:1 method="wB97M-V/def2-TZVPD" homo_lumo_gap_ev=10.618 lumo_energy_ev=0.6 smiles="CCC(=O)NO" de_lowest_kj_mol=235.90 total_energy_ev=-8808.084
C -1.46362 -0.40661 -0.45067 1.0 -1.1 -0.9 -0.958
C -0.63190 0.29938 0.62115 -1.3 0.1 0.9 -0.308
C 0.52737 0.99428 0.05698 0.7 0.5 0.3 0.428
O 0.62094 2.18457 -0.18404 -0.3 -0.4 -0.2 -0.625
N 1.63272 0.20772 -0.09601 0.6 -0.4 -0.1 -0.134
O 1.46702 -1.19668 -0.07914 0.2 0.6 -0.4 -0.392
H -1.89618 0.31719 -1.19324 0.1 -0.8 0.9 0.306
H -0.76380 -1.10058 -1.01226 -1.0 0.7 0.4 0.270
H -2.18587 -1.06339 0.07223 0.0 0.6 -0.7 0.276
H -1.25081 1.12068 1.00040 0.1 -0.4 0.6 0.262
H -0.29769 -0.43419 1.41132 -0.5 1.0 -0.7 0.272
H 2.24249 0.56992 -0.81418 0.4 -0.4 -0.1 0.262
H 1.99933 -1.49228 0.66746 0.1 0.1 0.0 0.341

***

No. 8
13
Properties=species:S:1:pos:R:3:forces:R:3:mulliken_charge:R:1 method="wB97M-V/def2-TZVPD" homo_lumo_gap_ev=10.692 lumo_energy_ev=0.7 smiles="CCNC(=O)O" de_lowest_kj_mol=136.95 total_energy_ev=-8809.109
C 1.48312 -1.51178 -0.88855 -2.3 1.7 -1.5 -0.898
C 1.49984 -0.10212 -0.17742 6.7 -1.4 -3.2 -0.407
N 0.49964 0.48338 0.59099 -1.5 -1.0 0.7 -0.143
C -0.79889 0.35813 0.30621 -3.4 -1.1 -1.8 0.608
O -1.29196 -0.54243 -0.38709 0.9 1.5 1.2 -0.624
O -1.66392 1.36411 0.79566 2.8 -0.6 0.4 -0.496
H 2.16834 -1.55696 -1.78524 -0.6 0.6 1.1 0.300
H 0.42587 -1.48987 -1.27517 1.1 -1.3 0.2 0.295
H 1.76003 -2.34162 -0.28369 -0.3 -0.6 0.8 0.270
H 1.83992 0.56285 -1.04247 -1.0 -0.3 0.9 0.272
H 2.56856 -0.22119 0.28570 -2.2 0.9 0.6 0.259
H 0.74641 1.33710 0.96400 0.6 2.0 1.1 0.229
H -2.46395 1.28727 0.28997 -0.6 -0.4 -0.4 0.334

***

No. 9
13
Properties=species:S:1:pos:R:3:forces:R:3:mulliken_charge:R:1 method="wB97M-V/def2-TZVPD" homo_lumo_gap_ev=10.001 lumo_energy_ev=0.7 smiles="CNCC(=O)O" de_lowest_kj_mol=90.20 total_energy_ev=-8809.594
C -1.45495 0.27378 -0.78204 -0.4 0.3 1.3 -0.852
N -1.04632 0.30006 0.67041 -0.7 -0.1 -1.2 -0.430
C 0.36014 0.55922 0.83976 0.0 -0.6 -0.9 -0.367
C 1.14258 -0.61795 0.23636 0.8 0.2 1.2 0.552
O 0.94414 -1.77513 0.51096 -0.1 0.3 -0.5 -0.559
O 2.17935 -0.18718 -0.50223 0.1 0.0 -0.4 -0.446
H -1.02637 -0.48174 -1.44953 0.4 -0.1 0.3 0.301
H -2.53246 0.11291 -0.79100 0.0 0.1 -0.1 0.328
H -1.26114 1.26654 -1.17887 0.0 0.0 -0.2 0.304
H -1.25161 -0.61020 1.06609 0.0 0.0 0.1 0.292
H 0.61296 0.61737 1.90213 0.0 0.1 -0.1 0.267
H 0.63665 1.48111 0.31121 0.0 -0.2 0.3 0.267
H 2.69702 -0.93880 -0.83324 -0.2 -0.1 0.2 0.344

***

No. 10
13
Properties=species:S:1:pos:R:3:forces:R:3:mulliken_charge:R:1 method="wB97M-V/def2-TZVPD" homo_lumo_gap_ev=10.903 lumo_energy_ev=0.7 smiles="NC(=O)CCO" de_lowest_kj_mol=179.00 total_energy_ev=-8808.674
N -0.90076 -1.13126 -0.97238 -0.6 0.3 0.2 -0.465
C -1.05106 0.10086 -0.46447 -0.6 0.6 0.2 0.371
O -2.25186 0.41639 -0.48280 0.3 1.3 0.6 -0.681
C 0.02163 0.98827 0.08719 0.0 0.0 0.1 -0.191
C 1.27047 0.25280 0.55436 0.1 0.2 -0.3 -0.581
O 0.99608 -0.68385 1.57089 -0.2 -0.3 0.0 -0.517
H -1.99636 -1.05333 -1.15127 1.8 -2.3 -0.9 0.357
H -0.02254 -1.56561 -1.26490 -0.9 0.1 -0.2 0.222
H -0.44758 1.52309 0.91675 0.1 0.0 -0.1 0.243
H 0.26711 1.72874 -0.68405 0.0 -0.1 0.1 0.266
H 1.77201 -0.21867 -0.30813 0.0 0.0 0.2 0.279
H 1.97729 0.96968 0.98132 -0.1 -0.1 -0.1 0.340
H 0.36557 -1.32710 1.21750 0.1 0.1 0.2 0.356

***

No. 11
13
Properties=species:S:1:pos:R:3:forces:R:3:mulliken_charge:R:1 method="wB97M-V/def2-TZVPD" homo_lumo_gap_ev=10.905 lumo_energy_ev=0.6 smiles="O=CCNC=O.[H][H]" de_lowest_kj_mol=306.76 total_energy_ev=-8807.349
O 2.55749 0.00033 0.43616 -0.3 0.3 0.6 -0.495
C 1.41089 0.31081 0.66397 0.9 0.6 -1.7 -0.223
C 0.24196 -0.51184 0.28262 0.8 -1.0 2.4 -0.226
N -0.92061 0.22567 -0.03009 -0.2 1.8 -0.3 -0.069
C -2.21436 -0.08565 0.17139 0.0 -1.1 0.6 0.035
O -2.49231 -1.13740 0.67463 -1.0 -1.0 0.5 -0.527
H 1.10147 1.23838 1.19999 0.3 -0.2 0.1 0.358
H 0.43503 -0.80906 1.43948 -2.0 -0.5 -1.6 0.194
H 0.40747 -1.40308 -0.32794 0.2 0.3 0.2 0.347
H -0.81907 1.10510 -0.48464 0.6 0.6 -0.3 0.261
H -2.99750 0.64364 -0.12066 0.6 0.1 -0.2 0.334
H 1.91001 0.16064 -1.69236 -0.2 0.0 -0.4 -0.161
H 1.37954 0.26246 -2.21256 0.2 0.0 0.0 0.173

***

No. 12
13
Properties=species:S:1:pos:R:3:forces:R:3:mulliken_charge:R:1 method="wB97M-V/def2-TZVPD" homo_lumo_gap_ev=9.147 lumo_energy_ev=0.8 smiles=NC1[C@@H](O)[C@@H]1O de_lowest_kj_mol=434.30 total_energy_ev=-8806.028
N 0.15788 0.79865 -1.39208 4.4 -2.0 -1.8 -0.772
C 0.49407 -0.33101 -0.45036 -1.2 2.1 -1.2 -0.392
C 0.38344 0.29209 0.85718 -1.2 -6.0 2.0 -0.103
O 0.47102 1.53667 1.15521 0.1 6.4 -2.0 -0.578
C -0.78054 -0.51771 0.23313 -0.8 2.8 0.2 0.059
O -0.98331 -1.74114 0.70261 -1.1 -4.0 1.9 -0.561
H 1.27244 1.03688 -1.54322 -3.7 -0.1 -1.0 0.303
H -0.29307 0.24522 -2.22310 1.6 1.9 1.4 0.281
H 1.12331 -1.13658 -0.69895 0.8 -0.8 -0.6 0.370
H 0.58973 -0.39095 1.72395 0.7 0.9 -0.7 0.321
H 0.35991 2.10320 0.26177 0.2 -1.9 2.8 0.397
H -1.57701 0.07465 -0.27670 0.1 -0.9 0.7 0.345
H -1.21787 -1.96998 1.65055 0.3 1.5 -1.6 0.329